60
Properties=species:S:1:pos:R:3:lowdin_spin:R:1 method="wB97M-V/def2-TZVPD" multiplicity=5 largest_force_ev_per_a=3.2 homo_energy_ev="-6.936 / -7.033" s_squared=6.01 total_energy_ha=-2857.242128 homo_lumo_gap_ev="6.80 / 6.92" de_lowest_kj_mol=123.8 charge=0
Fe -0.95337 0.56510 0.34517 3.694
C -0.99035 4.85388 0.92546 0.001
C -1.35491 3.57416 0.43713 0.012
N -1.01708 2.53981 1.15836 0.030
C -0.30930 2.68716 2.28446 0.001
C -0.02329 3.95063 2.89450 0.000
C -0.33935 5.06055 2.10334 0.005
C 0.49693 4.00844 4.17698 0.006
C 0.84644 2.88208 4.78879 0.000
C 0.83734 1.63823 4.15914 0.010
C 0.24706 1.48152 2.91544 0.004
N -0.00143 0.36905 2.15674 0.056
C 0.51646 -0.84981 2.39228 0.005
C 1.63793 -1.18525 3.10470 0.008
C 2.13500 -2.54863 3.18717 -0.002
C 1.40035 -3.56511 2.57198 0.006
C 0.20678 -3.27055 1.90793 0.000
C -0.60709 -4.26941 1.27771 0.006
C -1.64377 -3.88402 0.49277 0.000
C -1.91738 -2.52904 0.32185 0.012
N -1.25362 -1.56670 0.92456 0.029
C -0.20308 -1.92094 1.73184 0.003
H -1.35954 5.73108 0.40937 0.000
H -2.13986 3.54757 -0.32993 0.001
H -0.14385 6.11208 2.45200 0.000
H 0.51742 4.88683 4.78799 0.000
H 1.26908 2.92626 5.76941 0.000
H 1.29594 0.86095 4.67329 0.001
H 2.26654 -0.49203 3.67527 0.001
H 3.07116 -2.82176 3.68997 0.000
H 1.67774 -4.62590 2.57458 0.000
H -0.34194 -5.30408 1.40228 0.000
H -2.22596 -4.54926 -0.03930 0.000
H -2.74268 -2.13963 -0.23959 0.001
C -1.85621 2.31392 -3.15578 0.000
C -1.80804 0.88338 -2.65100 0.007
O -2.27834 0.55094 -1.55722 0.026
N -1.34860 0.03697 -3.53681 0.004
C -1.50711 -1.44744 -3.52815 0.000
C -0.24512 -2.18398 -3.08110 0.000
C 1.05354 -1.60453 -3.31852 0.000
C 2.19386 -2.17104 -2.81670 0.000
C 2.01571 -3.32871 -2.02352 0.000
C 0.73022 -3.84831 -1.80220 0.000
N -0.32217 -3.28437 -2.35675 0.000
H -0.85960 2.73393 -2.88863 0.000
H -2.56235 2.93950 -2.59275 0.000
H -2.10126 2.40197 -4.21740 0.000
H -0.95234 0.39996 -4.43275 0.000
H -1.73850 -1.70607 -4.56417 0.000
H -2.30629 -1.72457 -2.89367 0.000
H 1.14989 -0.69109 -3.90622 0.000
H 3.10208 -1.64136 -2.97015 0.000
H 2.90099 -3.79498 -1.60496 0.000
H 0.55764 -4.61167 -1.07328 0.000
N 1.45594 1.62230 -4.96802 0.002
C 1.84371 1.73956 -3.86172 0.002
N 2.23422 1.75745 -2.58205 0.011
C 1.35340 1.40058 -1.67807 0.021
N 0.44043 1.10438 -1.02204 0.035

***

63
Properties=species:S:1:pos:R:3:lowdin_spin:R:1 method="wB97M-V/def2-TZVPD" multiplicity=5 largest_force_ev_per_a=0.5 homo_energy_ev="-13.164 / -14.429" s_squared=6.05 total_energy_ha=-2193.111737 homo_lumo_gap_ev="6.54 / 5.92" charge=+2
Os 0.74563 0.51264 -0.21235 2.363
C -1.83949 -0.92306 -4.21363 0.028
C -2.62459 -0.25180 -3.15294 0.181
N -3.88611 0.04684 -3.36054 -0.019
C -4.54334 0.69053 -2.38920 0.240
C -4.02051 1.09845 -1.13862 0.047
C -4.93543 1.85855 -0.20109 0.002
O -5.00638 1.27179 1.08884 0.000
C -2.69811 0.79706 -0.86564 0.090
C -2.16114 1.18864 0.44461 -0.010
N -0.95122 1.19953 0.90348 0.059
C -0.78187 1.66008 2.29765 0.006
C -1.90298 1.96506 3.08155 0.008
C -1.78555 2.35360 4.40176 -0.001
C -0.53725 2.43817 4.99145 0.009
C 0.58175 2.15023 4.23821 0.005
C 0.47862 1.77123 2.89785 0.019
I 2.36771 1.56955 2.03050 0.181
C -1.95818 0.09209 -1.88567 0.111
O -0.75641 -0.20956 -1.74455 0.358
H -2.46196 -1.04376 -5.09473 0.000
H -1.49007 -1.90088 -3.87279 0.011
H -0.94918 -0.33744 -4.45331 0.009
H -5.58484 0.90313 -2.61021 0.010
H -5.92518 1.94748 -0.65017 0.000
H -4.56684 2.87879 -0.06842 0.000
H -5.73632 0.64615 1.12320 0.000
H -2.95306 1.51211 1.09634 0.000
H -2.91064 1.90394 2.70434 0.001
H -2.67882 2.58588 4.96483 0.000
H -0.43328 2.73366 6.02641 0.000
H 1.55889 2.23070 4.69387 0.004
O 4.73322 -5.94397 0.61433 0.000
N 3.58056 -5.58927 0.65904 0.000
O 2.62756 -6.26926 0.98305 0.000
C 3.28695 -4.19721 0.24002 -0.002
C 4.09332 -3.66688 -0.69838 -0.001
C 3.83698 -2.35055 -1.20512 0.001
C 4.63033 -1.74695 -2.19953 0.020
C 4.31688 -0.48690 -2.63922 -0.001
C 3.21457 0.17285 -2.08855 0.020
N 2.46015 -0.37912 -1.14545 0.014
C 2.75444 -1.63280 -0.70189 0.009
C 1.91671 -2.20760 0.31877 0.006
N 0.89434 -1.43543 0.77056 0.019
C 0.11740 -1.90644 1.73153 0.010
C 0.31655 -3.16223 2.30645 0.000
C 1.33414 -3.96132 1.85168 0.010
C 2.16661 -3.49209 0.81087 0.002
H 4.93113 -4.23968 -1.07159 0.000
H 5.47697 -2.28312 -2.60961 0.001
H 4.89978 0.00687 -3.40305 0.000
H 2.91008 1.15982 -2.41070 0.000
H -0.68303 -1.26132 2.07143 0.000
H -0.33491 -3.49351 3.10213 0.000
H 1.49668 -4.93854 2.27772 0.000
C 0.68071 4.72381 -1.14718 0.001
O 0.56204 3.50219 -0.36507 -0.001
C 0.85473 2.37946 -0.99324 0.028
O 1.15369 2.31650 -2.17670 0.150
H 0.41286 5.52240 -0.46551 0.000
H 0.00023 4.68576 -1.99332 0.000
H 1.70448 4.83519 -1.49448 0.001

***

63
Properties=species:S:1:pos:R:3:lowdin_charge:R:1 method="wB97M-V/def2-TZVPD" multiplicity=1 largest_force_ev_per_a=1.9 homo_energy_ev="-3.775 / -3.776" total_energy_ha=-4667.728165 homo_lumo_gap_ev="5.37 / 5.37" de_lowest_kj_mol=111.6 charge=-1
Ni 0.32364 0.72423 -0.31974 -0.053
C 2.01853 -0.84075 4.37639 -0.429
S 1.91766 0.94768 4.11416 0.805
C 1.11022 0.97697 2.53488 -1.067
S 1.72861 -0.02823 1.28045 0.698
N 0.12028 1.79602 2.46816 -0.033
N -0.43644 1.76521 1.21165 -0.092
C -1.38290 2.55584 0.93015 -0.088
C -1.90478 2.43764 -0.43040 -0.244
C -3.01597 3.12776 -0.87691 -0.041
C -3.47107 2.90199 -2.16306 -0.067
C -2.80094 1.99753 -2.96959 -0.042
C -1.68464 1.36213 -2.46083 -0.099
N -1.24277 1.58463 -1.22902 0.042
H 2.52286 -0.97776 5.33186 0.025
H 2.59653 -1.32123 3.59203 0.006
H 1.02267 -1.27403 4.42498 0.029
H -1.77352 3.27527 1.64207 0.143
H -3.52311 3.80838 -0.20775 0.124
H -4.35046 3.41547 -2.52788 0.113
H -3.13069 1.78131 -3.97488 0.110
H -1.10764 0.66896 -3.05834 0.119
N -3.98922 -4.55925 -5.13398 0.126
C -3.43893 -4.01680 -4.27914 -0.269
C -2.72206 -3.35518 -3.19980 -0.404
C -3.60364 -2.96570 -2.23281 -0.085
C -0.30660 -1.09854 -1.02247 -0.008
N -0.11734 -1.81953 -1.90976 0.060
C -0.19909 -2.75168 -2.93839 -0.118
C -1.28208 -3.35034 -3.44417 -0.069
H -2.67692 -4.24045 -0.62095 0.003
H -2.15703 -2.96507 0.77751 0.005
H 0.76088 -2.96896 -3.38455 0.111
H -1.01428 -3.98932 -4.28005 0.108
O 6.81582 -0.14167 -5.20223 0.095
C 6.09584 -0.79944 -4.25426 -0.490
O 6.32703 -1.96036 -4.05194 0.098
C 5.05348 -0.01689 -3.53840 -0.163
C 4.15164 -0.71291 -2.73599 -0.018
C 3.14682 -0.05500 -2.05729 -0.115
C 2.99981 1.33732 -2.14201 -0.666
S 1.74503 2.23023 -1.32699 0.672
C 3.92659 2.03262 -2.92868 -0.129
C 4.92576 1.36955 -3.61240 -0.049
H 6.46680 0.74951 -5.31265 0.077
H 4.25810 -1.78713 -2.65743 0.118
H 2.45874 -0.61681 -1.44025 0.045
H 3.84913 3.11053 -2.99398 0.094
H 5.62293 1.97505 -4.18400 0.104
Cl -2.53406 -2.77496 -0.53152 0.828
C -2.90256 -1.04445 -0.06370 -0.413
C -3.89888 -0.37635 -0.76116 -0.125
C -4.40613 0.80346 -0.26080 -0.145
C -3.89983 1.25599 0.98776 -0.150
C -2.92499 0.59207 1.67116 -0.085
C -2.33056 -0.65883 1.19360 -0.370
C -1.34933 -1.32455 1.87817 -0.073
H -4.30637 -0.81721 -1.66397 0.078
H -5.19356 1.33157 -0.78290 0.096
H -4.28739 2.18006 1.41071 0.107
H -2.54831 0.98729 2.60979 0.108
H -0.74916 -2.13464 1.49125 0.012
H -1.03459 -0.92744 2.83652 0.041

***

64
Properties=species:S:1:pos:R:3:lowdin_charge:R:1 method="wB97M-V/def2-TZVPD" multiplicity=1 smiles="O=[N+]([O-])c1cc([N+](=O)[O-])c2no[n+]([O-])c2c1.FC(c1ccccc1)(c1ccccc1)[C@H]1CCCN1c1ccncc1" largest_force_ev_per_a=2.9 homo_energy_ev=-8.932 total_energy_ha=-1960.234080 homo_lumo_gap_ev=6.17 de_lowest_kj_mol=2.3 charge=0
O -0.15665 -3.83495 1.28143 0.086
N 0.10678 -2.81139 1.94532 -0.299
O 0.78260 -2.84098 3.00928 0.047
C -0.31228 -1.50866 1.47545 -0.108
C -0.93533 -1.33266 0.21831 0.114
C -1.42651 -0.08231 -0.16960 -0.040
N -2.05398 0.07428 -1.47140 -0.308
O -2.39095 1.20065 -1.88005 0.094
O -2.21727 -0.97278 -2.13979 0.058
C -1.29073 1.01542 0.77545 -0.130
N -2.04967 2.13684 0.85408 0.170
O -1.72897 2.69979 2.07799 0.077
N -0.74994 1.95849 2.73480 -0.138
O -0.36698 2.28371 3.85303 0.085
C -0.50081 0.83092 1.93317 -0.095
C -0.03330 -0.41206 2.32235 0.095
H -0.99623 -2.17936 -0.45917 0.138
H 0.41219 -0.55345 3.29714 0.102
F 2.20958 1.98443 0.31085 0.006
C 3.41086 1.64932 1.00664 -0.275
C 4.54987 1.63948 -0.00592 -0.201
C 4.37366 2.08987 -1.31471 -0.016
C 5.36666 1.82551 -2.25743 -0.072
C 6.54489 1.17586 -1.87528 -0.087
C 6.75176 0.80331 -0.54129 -0.064
C 5.74528 1.03637 0.39549 -0.052
C 3.62935 2.71314 2.08170 -0.131
C 4.74243 3.56093 2.10140 -0.013
C 4.86083 4.52679 3.11121 -0.068
C 3.85070 4.67202 4.06519 -0.079
C 2.71189 3.86435 4.00182 -0.071
C 2.59744 2.90253 2.99743 -0.039
C 3.17571 0.18369 1.50799 -0.187
C 3.34308 -0.88867 0.40220 -0.089
C 4.04485 -2.08392 1.05523 -0.131
C 4.33462 -1.68850 2.50140 -0.137
N 4.07528 -0.24027 2.57437 -0.079
C 3.83074 0.23351 3.88710 -0.244
C 2.56352 0.09076 4.46486 -0.012
C 2.24499 0.90765 5.55463 -0.140
N 3.16503 1.68869 6.10670 0.055
C 4.45631 1.55157 5.77257 -0.120
C 4.84564 0.86360 4.61022 0.021
H 3.44427 2.58776 -1.59690 0.120
H 5.20429 2.12800 -3.29278 0.105
H 7.31690 0.95965 -2.61658 0.102
H 7.67392 0.31651 -0.22067 0.106
H 5.82344 0.68951 1.42773 0.117
H 5.52493 3.46474 1.34490 0.114
H 5.74254 5.17321 3.13988 0.105
H 3.93502 5.41394 4.86254 0.107
H 1.90761 3.96435 4.73228 0.109
H 1.70786 2.27407 2.91785 0.085
H 2.14896 0.15293 1.93005 0.110
H 2.36303 -1.12614 -0.02992 0.111
H 3.93292 -0.52145 -0.44564 0.110
H 3.42018 -2.97812 0.97198 0.107
H 5.02372 -2.30768 0.60817 0.112
H 3.70673 -2.24258 3.21551 0.116
H 5.38611 -1.82658 2.78818 0.122
H 1.84172 -0.60001 4.04729 0.076
H 1.23180 0.92499 5.95921 0.112
H 5.22910 2.01499 6.39114 0.110
H 5.84205 0.90240 4.17334 0.119